The following is a quantum chemistry calculation of 2 unconnected molecules or ions with the total composition C2H8NO2 in a non-equilibrium geometry, from the OMol25 dataset.

XYZ file:
```
13
Properties=species:S:1:pos:R:3:forces:R:3
H 0.1641 1.4154 -1.1098 -0.30 0.27 0.20
H 0.6148 1.5328 1.5563 0.55 -0.20 -0.30
H -0.3072 -0.1136 -0.7367 0.21 -0.37 0.14
O 0.5635 -1.4861 -2.0044 -0.14 -0.47 -0.14
O -0.9771 -1.1282 1.0799 0.10 0.07 -0.07
H 0.9435 -2.2565 -1.5613 0.06 0.12 0.14
H 1.2247 0.4347 -0.4422 -0.05 -0.41 0.15
H -0.8057 -0.0459 2.7767 -0.09 0.08 -0.14
H 0.1318 -1.9005 -2.7671 0.02 0.35 0.02
C -0.7053 -0.1262 1.6807 -0.22 -0.38 0.19
N 0.2386 0.6939 -0.3914 0.36 0.42 -0.82
H -0.9109 1.8950 0.9616 -0.27 -0.32 -0.38
C -0.1747 1.0852 0.9577 -0.24 0.84 1.01
```
Forces are in eV/Å.

Output
net charge	+1
energy above the lowest of the compared OMol25 structures with the same formula, charge and spin	1.108	eV
F_max	1.34	eV/A
gap between HOMO and LUMO	11.43	eV

The following is a quantum chemistry calculation of a molecular structure, C2H8NO2P in a non-equilibrium geometry, from the OMol25 dataset.

XYZ file:
```
14
Properties=species:S:1:pos:R:3:forces:R:3
H 1.6462 2.1829 -0.7158 0.10 2.17 2.21
H -0.9832 -0.0938 -0.9183 1.44 0.38 2.28
P 1.4056 -0.6190 -0.6079 0.22 1.18 2.00
C -0.3152 -0.1297 0.0945 -0.85 -2.79 -2.94
O 1.5224 1.5508 -1.3634 -1.18 -2.01 -3.13
O 1.2560 -1.2830 -1.8957 -0.61 -0.62 -1.21
H 0.6823 1.7515 -1.8542 1.10 -0.15 0.84
H 0.1953 1.1504 1.6525 -0.14 -0.39 -0.26
N -0.4088 1.0563 0.8387 0.97 1.22 0.19
H -0.9797 -1.3298 1.9396 0.48 -0.35 -2.08
C -0.8021 -1.4900 0.7943 0.23 1.77 1.64
H -1.3385 1.2754 1.0921 -0.94 0.25 0.40
H -1.7345 -1.6799 0.3231 -0.93 -0.64 -0.05
H -0.1459 -2.3420 0.6206 0.12 -0.03 0.12
```
Forces are in eV/Å.

Output
energy above the lowest of the compared OMol25 structures with the same formula, charge and spin	2.793	eV
F_max	4.14	eV/A
gap between HOMO and LUMO	8.76	eV

The following is a quantum chemistry calculation of 3 unconnected molecules or ions with the total composition C2H8NO4 in a non-equilibrium geometry, from the OMol25 dataset.

XYZ file:
```
15
Properties=species:S:1:pos:R:3:forces:R:3
H 3.3378 1.5955 -0.0648 -0.35 0.32 0.97
H -0.9610 0.0513 -2.6259 -0.09 0.20 2.31
H -1.9857 0.7329 0.1049 0.48 -0.55 2.56
H -2.7683 0.2401 -1.2180 0.87 1.09 0.86
O -0.0610 -0.8302 0.4943 -1.27 0.76 -0.16
H 2.2996 1.4516 1.0054 -2.18 -1.49 0.60
O 1.0643 -1.2467 -1.3155 0.79 -0.34 -1.97
C 0.1263 -0.7231 -0.7434 -0.73 0.61 0.86
C -0.7982 0.3351 -1.4939 2.48 0.66 -1.91
O 3.0526 1.9440 0.8100 2.45 1.05 -1.58
N -1.9998 0.8642 -0.8498 -1.33 -1.16 -3.91
H -0.8938 -2.2080 3.0287 -1.51 -0.97 0.75
H -0.2605 -1.6373 1.7633 0.55 0.41 0.32
O -0.1413 -1.7454 2.7451 1.08 0.30 -0.07
H -0.0110 1.1759 -1.6404 -1.25 -0.90 0.36
```
Forces are in eV/Å.

Output
net charge	-1
energy above the lowest of the compared OMol25 structures with the same formula, charge and spin	1.244	eV
F_max	4.29	eV/A
gap between HOMO and LUMO	8.55	eV

The following is a quantum chemistry calculation of 2 unconnected molecules or ions with the total composition C2H8NOP in a non-equilibrium geometry, from the OMol25 dataset.

XYZ file:
```
13
Properties=species:S:1:pos:R:3:forces:R:3
N -2.3139 0.6741 -0.7470 0.41 -1.01 1.84
O -1.6836 -1.4165 0.3129 -0.04 -1.96 -0.59
H -2.4438 0.0409 -1.4759 -0.14 -0.55 -1.63
C 1.7968 -0.1379 -0.3570 1.77 -0.93 2.55
H -2.3338 1.6392 -0.8189 -0.38 1.84 -0.87
H -0.9540 -1.9067 0.7057 -0.06 0.13 0.02
P -1.7424 0.1206 0.7093 1.38 1.63 1.38
H 1.5636 -1.1739 -0.4255 0.06 -1.12 -0.36
H 1.1309 1.4691 0.7932 -0.19 0.83 0.72
C 1.1873 0.4109 0.9041 -1.77 0.80 -1.75
H 1.2848 0.0290 1.9035 0.34 -0.39 -0.03
H 1.5995 0.3033 -1.2882 -0.81 1.06 -0.94
H 2.9088 -0.0522 -0.2161 -0.56 -0.32 -0.35
```
Forces are in eV/Å.

Output
energy above the lowest of the compared OMol25 structures with the same formula, charge and spin	3.356	eV
F_max	3.24	eV/A
gap between HOMO and LUMO (alpha / beta)	7.96 / 6.98	eV

The following is a quantum chemistry calculation of 2 unconnected molecules or ions with the total composition C2H8NOPS, from the OMol25 dataset.

XYZ file:
```
14
Properties=species:S:1:pos:R:3:forces:R:3
N -0.6356 -1.6553 -0.2220 0.07 -0.67 -0.02
H -2.8104 0.6294 0.1060 -0.11 0.05 0.02
H -0.7063 -1.6614 -1.2379 -0.12 0.25 -0.01
H 1.4481 2.0778 -0.6455 -0.20 0.35 -0.40
C -1.7991 0.5288 -0.2823 0.03 -0.05 -0.22
H -1.2496 1.4303 -0.0083 -0.05 0.06 0.01
S 2.1338 -0.3657 -0.5047 0.32 -0.20 -0.33
H 2.9679 1.8851 0.6592 0.35 0.26 0.20
H 1.0488 -1.9147 0.5515 0.00 0.23 -0.21
O 1.9467 -1.5236 0.6424 0.11 -0.29 0.32
P 1.6675 1.3887 0.5441 -0.10 -0.25 0.34
H -1.8291 0.4412 -1.3672 -0.03 0.02 -0.04
C -1.1318 -0.6464 0.3395 -0.31 0.19 0.20
H -1.0509 -0.6140 1.4252 0.04 0.04 0.12
```
Forces are in eV/Å.

Output
energy above the lowest of the compared OMol25 structures with the same formula, charge and spin	3.740	eV
F_max	0.68	eV/A
SMILES	[H]/N=C\C.OSP
gap between HOMO and LUMO	9.56	eV

The following is a quantum chemistry calculation of 2 unconnected molecules or ions with the total composition C2H8NOSi in a non-equilibrium geometry, from the OMol25 dataset.

XYZ file:
```
13
Properties=species:S:1:pos:R:3:forces:R:3
H -2.2105 -2.0462 0.5797 0.41 0.84 0.01
H 0.5429 -0.4076 1.3019 -1.26 1.59 -0.96
H -0.7784 0.8745 1.5133 -0.01 -0.38 0.49
H -2.4414 -0.1757 -0.8782 -0.69 0.89 -1.03
O 3.0111 -1.2251 -0.6007 0.19 -0.01 0.03
N 0.2897 1.2318 -0.1291 1.20 2.44 0.25
H -0.3791 -1.7208 -0.8935 -0.73 0.47 -0.40
C 2.4713 -0.2482 -0.6251 0.58 -0.66 -0.23
H -0.5833 1.6497 -0.4726 0.93 0.45 -1.04
C -0.2487 0.2754 0.7784 -0.97 -3.54 2.47
H 0.8436 1.9971 0.3987 -0.95 -1.33 -1.17
Si -1.4957 -0.9658 -0.2014 2.10 -1.66 1.62
H 0.9785 0.7610 -0.7715 -0.81 0.90 -0.06
```
Forces are in eV/Å.

Output
net charge	+1
energy above the lowest of the compared OMol25 structures with the same formula, charge and spin	0.403	eV
F_max	4.42	eV/A
gap between HOMO and LUMO	11.97	eV

The following is a quantum chemistry calculation of a molecular structure, C2H8NP in a non-equilibrium geometry, from the OMol25 dataset.

XYZ file:
```
12
Properties=species:S:1:pos:R:3:forces:R:3
C -0.6741 1.3784 0.2384 1.47 -0.26 -1.48
H 0.2300 -0.0924 -1.7234 -0.18 0.66 -0.09
H -1.5500 0.7546 0.1795 -0.87 0.49 0.42
H 0.2737 -1.6292 1.1396 -0.51 -0.37 1.82
H 2.5667 -1.0352 0.3513 -0.03 -0.61 0.39
N 2.7399 -0.1336 -0.0858 -3.89 1.19 -0.79
C -0.1630 -1.5268 0.1885 4.07 0.82 -0.96
H -1.1475 -1.6931 -0.0070 -2.69 -0.61 -0.11
H -0.6076 2.0125 -0.6508 -0.57 0.34 0.23
P 0.5245 0.0514 -0.3615 3.66 -0.13 1.23
H -0.5294 2.0215 1.1268 0.14 -1.03 -0.34
H 0.5305 -2.1571 -0.3795 -0.60 -0.48 -0.31
```
Forces are in eV/Å.

Output
energy above the lowest of the compared OMol25 structures with the same formula, charge and spin	3.535	eV
F_max	4.26	eV/A
gap between HOMO and LUMO	8.36	eV

The following is a quantum chemistry calculation of a molecular structure, C2H8NPS in a non-equilibrium geometry, from the OMol25 dataset.

XYZ file:
```
13
Properties=species:S:1:pos:R:3:forces:R:3
H -0.1896 -0.7047 2.0042 -1.13 -0.19 -0.24
H -1.6255 -1.5479 1.2080 -0.01 1.26 -0.29
H 2.2810 0.3634 -1.5925 0.14 0.70 -1.41
C -1.0302 0.6399 -1.0756 1.00 -1.96 -0.39
P 1.4378 1.2446 0.5647 -3.52 -2.71 1.19
N -0.7072 0.3811 0.3359 1.65 1.81 1.00
H -0.5682 1.5852 -1.3857 -0.47 0.02 0.28
C -0.7210 -0.9190 1.0477 2.56 -0.61 -0.72
H -0.5608 -0.1232 -1.7846 -0.53 0.55 0.63
S 2.3072 -0.3141 -0.4953 0.47 -0.77 1.06
H 1.4713 0.4422 1.8450 0.24 1.10 -1.31
H 0.0189 -1.6855 0.6231 -0.78 0.72 -0.15
H -2.1137 0.6380 -1.2948 0.38 0.08 0.35
```
Forces are in eV/Å.

Output
energy above the lowest of the compared OMol25 structures with the same formula, charge and spin	2.248	eV
F_max	4.60	eV/A
gap between HOMO and LUMO	7.92	eV

Q: What is the F_max in the third record?
A: 4.29 eV/A

Repeat the seventh record exactly.
The following is a quantum chemistry calculation of a molecular structure, C2H8NP in a non-equilibrium geometry, from the OMol25 dataset.

XYZ file:
```
12
Properties=species:S:1:pos:R:3:forces:R:3
C -0.6741 1.3784 0.2384 1.47 -0.26 -1.48
H 0.2300 -0.0924 -1.7234 -0.18 0.66 -0.09
H -1.5500 0.7546 0.1795 -0.87 0.49 0.42
H 0.2737 -1.6292 1.1396 -0.51 -0.37 1.82
H 2.5667 -1.0352 0.3513 -0.03 -0.61 0.39
N 2.7399 -0.1336 -0.0858 -3.89 1.19 -0.79
C -0.1630 -1.5268 0.1885 4.07 0.82 -0.96
H -1.1475 -1.6931 -0.0070 -2.69 -0.61 -0.11
H -0.6076 2.0125 -0.6508 -0.57 0.34 0.23
P 0.5245 0.0514 -0.3615 3.66 -0.13 1.23
H -0.5294 2.0215 1.1268 0.14 -1.03 -0.34
H 0.5305 -2.1571 -0.3795 -0.60 -0.48 -0.31
```
Forces are in eV/Å.

Output
energy above the lowest of the compared OMol25 structures with the same formula, charge and spin	3.535	eV
F_max	4.26	eV/A
gap between HOMO and LUMO	8.36	eV